Record 1
Entry from the OMol25 dataset: a cluster of 2 separate species, C21H43BrClF2N4O9PS3 in total (ωB97M-V with the def2-TZVPD basis set).

Each line ends with the Mulliken charge.
Geometry (Å):
C  -3.693  -2.531  4.956  -0.373
O  -4.907  -1.737  4.613  -0.436
C  -4.597  -0.892  3.428  -0.098
C  -4.134  0.603  3.919  -0.331
C  -4.548  1.803  2.840  -0.342
C  -3.948  3.280  3.253  -0.603
C  -2.694  3.743  2.262  -0.188
C  -1.211  3.622  3.024  -0.296
C  -0.007  4.191  2.067  -0.697
C  1.293  3.148  1.946  -0.563
C  0.711  1.782  1.249  0.700
C  1.859  0.750  0.684  -0.627
C  1.250  -0.788  0.433  0.032
P  1.610  -1.943  1.917  0.406
O  3.329  -2.083  2.215  -0.401
Br  0.776  -1.025  3.868  -0.225
C  1.705  -1.564  -0.964  -0.917
S  3.478  -1.439  -1.549  1.238
C  3.884  -3.130  -2.339  -0.849
O  4.524  -1.195  -0.435  -0.641
O  3.655  -0.365  -2.691  -0.639
N  0.934  -0.968  -2.151  -0.089
Cl  0.450  -2.408  -2.966  0.008
C  -0.120  -0.154  -1.432  -0.981
N  -0.921  0.807  -2.042  0.428
C  -0.792  1.121  -3.516  -0.650
C  -2.232  1.316  -4.304  0.183
C  -3.434  1.929  -3.372  -1.124
C  -2.738  -0.206  -4.760  -0.930
N  -0.177  -0.471  0.044  0.872
C  -1.280  -1.359  0.558  -0.755
C  -1.274  -2.894  -0.016  0.313
O  -2.311  -3.647  0.765  -0.577
H  -2.693  -1.966  4.650  0.108
H  -3.598  -2.708  6.133  0.248
H  -3.782  -3.556  4.363  0.213
H  -3.759  -1.470  2.807  -0.077
H  -5.524  -0.782  2.697  0.343
H  -4.595  0.824  4.996  0.280
H  -2.960  0.600  4.050  0.058
H  -5.738  1.838  2.806  0.312
H  -4.161  1.423  1.791  0.058
H  -3.618  3.240  4.383  0.335
H  -4.816  4.083  3.183  0.342
H  -2.734  3.107  1.265  -0.187
H  -2.851  4.889  2.026  0.320
H  -1.112  2.498  3.336  -0.011
H  -1.283  4.243  4.040  0.431
H  -0.453  4.339  0.995  0.272
H  0.337  5.247  2.459  0.367
H  1.821  2.991  2.979  0.306
H  2.005  3.661  1.138  0.288
H  0.104  1.207  2.069  -0.204
H  -0.061  2.142  0.414  -0.391
H  2.820  0.751  1.353  0.406
H  2.151  1.135  -0.402  0.299
H  3.658  -1.118  2.194  0.359
H  1.569  -2.728  -0.786  0.714
H  4.010  -3.045  -3.520  0.320
H  4.856  -3.617  -1.883  0.351
H  2.993  -3.898  -2.146  0.304
H  -1.583  1.314  -1.381  0.263
H  -0.177  2.145  -3.576  0.350
H  -0.199  0.311  -4.144  0.291
H  -2.161  1.995  -5.263  0.347
H  -4.285  2.409  -4.032  0.337
H  -3.039  2.696  -2.567  0.263
H  -3.952  1.022  -2.799  0.266
H  -3.911  -0.191  -4.900  0.345
H  -2.486  -0.948  -3.888  0.154
H  -2.174  -0.434  -5.769  0.313
H  -1.261  -1.438  1.749  0.277
H  -2.312  -0.862  0.291  0.276
H  -1.657  -2.938  -1.139  0.084
H  -0.271  -3.481  0.136  0.073
H  -2.918  -2.966  1.201  0.322
N  7.953  -1.307  -3.505  -0.282
S  9.321  -1.810  -2.921  1.090
O  10.414  -2.032  -3.862  -0.600
O  9.279  -2.702  -1.767  -0.595
F  9.820  -0.460  -2.216  -0.273
S  7.222  -2.439  -4.316  1.181
O  6.110  -1.956  -5.133  -0.663
O  6.963  -3.709  -3.648  -0.570
F  8.276  -2.848  -5.442  -0.258

Summary:
Molecular weight, Da: 776.122
HOMO-LUMO gap, eV: 4.77

Record 2
Entry from the OMol25 dataset: a cluster of 2 separate species, C3H6N2O in total (ωB97M-V with the def2-TZVPD basis set).

Each line ends with the Mulliken charge.
Geometry (Å):
C  1.080  1.071  -0.574  -0.362
C  1.231  -1.374  0.139  0.577
C  -1.275  -1.131  0.070  -0.462
N  0.257  1.799  0.145  -0.402
N  0.084  -1.681  0.066  -0.325
O  2.308  -1.308  0.569  -0.444
H  1.251  1.561  -1.543  0.281
H  -1.732  -1.598  0.853  0.279
H  -1.231  -0.012  0.152  0.179
H  -1.810  -1.393  -0.825  0.245
H  -0.218  2.708  -0.130  0.185
H  0.056  1.359  1.078  0.248

Summary:
Multiplicity: 3
Molecular weight, Da: 86.094
Energy above the lowest of the compared OMol25 structures with the same formula, charge and spin, kJ/mol: 74.7
HOMO-LUMO gap (spin up / spin down), eV: 7.00 / 9.12
⟨S²⟩: 2.01

Record 3
Entry from the OMol25 dataset: the molecule C5H11NO (ωB97M-V with the def2-TZVPD basis set).

Each line ends with the Mulliken charge.
Geometry (Å):
C  1.446  -2.393  -0.049  -1.243
C  0.816  -1.202  0.624  -0.232
N  1.170  0.025  -0.089  -0.132
C  0.290  1.003  -0.424  0.452
O  0.666  1.953  -1.095  -0.664
C  -1.162  0.862  -0.018  -0.250
C  -1.945  2.148  -0.167  -1.377
H  1.353  -3.352  0.480  0.369
H  2.498  -2.234  -0.277  0.302
H  0.937  -2.734  -0.960  0.316
H  1.245  -1.098  1.630  0.214
H  -0.243  -1.344  0.805  0.335
H  2.153  0.208  -0.194  0.252
H  -1.213  0.537  1.023  0.321
H  -1.539  0.115  -0.715  0.301
H  -3.016  1.959  -0.086  0.368
H  -1.705  2.872  0.605  0.330
H  -1.750  2.677  -1.095  0.337

Summary:
SMILES: CCNC(=O)CC
Molecular weight, Da: 101.149
Energy above the lowest of the compared OMol25 structures with the same formula, charge and spin, kJ/mol: 46.7
HOMO-LUMO gap, eV: 10.34

Record order is preserved below.
Maximum force: 7.967; 5.266; 1.795 eV Å⁻¹